Molecular formula: C23H28N7OV
Method: DFT, the ωB97M-V functional and the def2-TZVPD basis

```
! wB97M-V def2-TZVPD RIJCOSX def2/J DEFGRID3
* xyz 1 4
V -0.18 0.27 0.61
C -1.15 2.66 -0.94
C -0.99 3.13 0.50
N -1.28 2.04 1.46
C -2.72 1.73 1.60
C -3.16 0.51 0.81
C -4.50 0.17 0.68
C -4.81 -0.99 -0.03
C -3.79 -1.76 -0.57
C -2.48 -1.36 -0.39
C -1.29 -2.15 -0.88
N -0.06 -1.34 -0.97
C 0.14 -0.64 -2.26
C -0.61 0.68 -2.32
N -0.23 1.54 -1.19
N -2.20 -0.24 0.29
H -0.98 3.50 -1.62
H -2.17 2.31 -1.11
H -1.64 4.00 0.67
H 0.04 3.45 0.67
H -0.93 2.32 2.36
H -3.34 2.59 1.32
H -2.93 1.54 2.66
H -5.28 0.78 1.10
H -5.84 -1.29 -0.16
H -4.01 -2.66 -1.13
H -1.53 -2.64 -1.83
H -1.11 -2.94 -0.15
H 0.73 -1.95 -0.82
H -0.16 -1.27 -3.10
H 1.21 -0.45 -2.35
H -1.69 0.50 -2.27
H -0.41 1.15 -3.29
H 0.72 1.88 -1.36
O 3.60 -0.95 1.74
C 2.42 -0.61 1.65
N 1.91 0.44 1.00
C 2.90 1.36 0.44
C 3.26 1.05 -0.99
C 4.19 0.06 -1.29
C 4.49 -0.20 -2.62
C 3.86 0.54 -3.61
C 2.94 1.50 -3.22
N 2.63 1.75 -1.94
C 1.38 -1.45 2.38
C 1.81 -2.46 3.22
C 0.87 -3.19 3.93
C -0.48 -2.89 3.76
C -0.83 -1.88 2.89
N 0.08 -1.17 2.21
H 3.80 1.33 1.05
H 2.49 2.37 0.47
H 4.66 -0.49 -0.48
H 5.22 -0.96 -2.88
H 4.07 0.39 -4.66
H 2.42 2.10 -3.96
H 2.87 -2.64 3.30
H 1.17 -3.98 4.60
H -1.25 -3.43 4.30
H -1.87 -1.62 2.72
*
```

Calculated values
⟨S²⟩ = 3.760
Energy relative to the best compared isomer or geometry (same formula, charge and spin) = 0.00 kcal/mol
HOMO-LUMO gap (spin up / spin down) = 7.070 / 8.304 eV
E = -62470.1691 eV
HOMO energy (spin up / spin down) = -0.35012 / -0.40143 Ha
Maximum force = 0.4 eV/A

---

Molecular formula: C47H48F4N7O5PS2Sn
Method: DFT, the ωB97M-V functional and the def2-TZVPD basis

```
! wB97M-V def2-TZVPD RIJCOSX def2/J DEFGRID3
* xyz -2 1
Sn -0.44 0.98 0.36
C -2.07 -2.37 2.20
N -1.48 -1.19 2.77
C -2.12 -0.85 4.02
C -0.04 -1.35 2.90
C 0.67 -0.15 3.54
N 0.03 1.08 3.09
C 0.41 2.25 3.60
C -0.45 3.37 3.38
F -1.63 3.14 2.74
C -0.17 4.64 3.79
F -1.07 5.62 3.53
C 0.99 4.95 4.49
C 1.83 3.89 4.76
F 2.98 4.12 5.43
C 1.56 2.59 4.36
F 2.48 1.64 4.68
H -1.99 -3.26 2.86
H -1.58 -2.61 1.25
H -3.13 -2.20 1.99
H -1.93 -1.61 4.81
H -3.20 -0.79 3.87
H -1.75 0.12 4.37
H 0.38 -1.52 1.91
H 0.20 -2.25 3.50
H 1.72 -0.22 3.25
H 0.64 -0.24 4.64
H 1.23 5.96 4.79
N 1.20 0.71 -1.85
N 0.33 0.64 -2.96
C -0.96 1.23 -2.83
O -1.55 1.45 -3.89
O -1.42 1.42 -1.65
H 1.81 1.52 -1.91
H 1.77 -0.14 -1.79
H 0.75 0.88 -3.84
O -5.27 -3.46 -4.26
N -5.76 -2.46 -3.76
O -6.86 -2.03 -4.06
C -5.00 -1.76 -2.70
C -5.73 -0.95 -1.92
C -5.14 -0.24 -0.84
C -5.89 0.61 -0.01
C -5.26 1.27 1.01
C -3.88 1.08 1.18
N -3.16 0.29 0.42
C -3.77 -0.38 -0.58
C -2.98 -1.27 -1.42
N -1.67 -1.38 -1.13
C -0.90 -2.11 -1.90
C -1.40 -2.81 -3.01
C -2.73 -2.74 -3.31
C -3.58 -1.95 -2.50
H -6.79 -0.84 -2.11
H -6.95 0.74 -0.19
H -5.80 1.94 1.67
H -3.33 1.61 1.96
H 0.15 -2.16 -1.64
H -0.72 -3.40 -3.62
H -3.12 -3.26 -4.16
S 5.30 -4.11 0.91
P 3.56 -3.84 0.02
S 2.71 -2.04 -0.03
C 2.37 -5.09 0.67
C 2.81 -6.38 0.93
C 1.92 -7.35 1.38
C 0.58 -7.03 1.58
C 0.14 -5.74 1.34
C 1.03 -4.77 0.89
C 3.67 -4.37 -1.74
C 4.85 -4.15 -2.44
C 4.92 -4.41 -3.81
C 3.81 -4.90 -4.48
C 2.63 -5.13 -3.79
C 2.56 -4.87 -2.43
H 3.86 -6.62 0.79
H 2.27 -8.36 1.58
H -0.11 -7.79 1.94
H -0.90 -5.48 1.51
H 0.71 -3.76 0.73
H 5.71 -3.77 -1.90
H 5.84 -4.22 -4.34
H 3.86 -5.09 -5.55
H 1.77 -5.52 -4.31
H 1.64 -5.04 -1.89
C 2.94 1.78 1.15
C 3.30 3.03 0.35
C 3.49 4.20 1.32
C 2.38 3.49 -0.78
C 2.98 3.97 -1.94
C 2.25 4.57 -2.95
C 0.90 4.78 -2.74
C 0.24 4.35 -1.59
C -1.18 4.91 -1.42
C -2.19 4.18 -0.55
C -1.04 6.35 -0.91
C 0.96 3.58 -0.64
O 0.39 3.00 0.40
H 3.77 1.51 1.81
H 2.77 0.91 0.51
H 2.06 1.94 1.75
H 4.27 2.83 -0.13
H 2.53 4.45 1.78
H 3.86 5.09 0.80
H 4.19 3.94 2.11
H 4.06 3.85 -2.04
H 2.73 4.90 -3.87
H 0.32 5.31 -3.50
H -1.60 4.96 -2.43
H -1.90 4.20 0.50
H -2.31 3.15 -0.87
H -3.16 4.68 -0.65
H -0.58 6.34 0.08
H -2.03 6.82 -0.81
H -0.42 6.96 -1.57
*
```

Calculated values
HOMO-LUMO gap = 4.497 eV
E = -117849.6305 eV
HOMO energy = -0.07353 Ha
Maximum force = 0.7 eV/A

---

Molecular formula: C24H25N3O4S
Method: DFT, the ωB97M-V functional and the def2-TZVPD basis

```
! wB97M-V def2-TZVPD RIJCOSX def2/J DEFGRID3
* xyz 0 1
C -2.61 -0.98 -4.79
C -1.23 -0.67 -4.34
C -0.17 -0.11 -4.98
C 0.88 -0.06 -4.04
C 0.39 -0.59 -2.89
O -0.90 -0.97 -3.07
C 1.01 -0.82 -1.55
N 1.17 -2.23 -1.26
C 0.49 -2.61 -0.17
O 0.41 -3.72 0.34
C -0.20 -1.40 0.35
C 0.13 -0.34 -0.42
C -0.38 1.04 -0.38
O -0.35 1.76 -1.36
C -0.93 1.48 0.90
C -0.44 1.36 2.18
N -1.18 1.98 3.12
C -2.22 2.59 2.64
C -3.18 3.30 3.44
C -4.27 3.96 2.86
C -5.17 4.65 3.65
C -5.01 4.68 5.02
C -3.94 4.03 5.61
C -3.03 3.35 4.83
H -2.19 2.83 5.27
H -3.81 4.06 6.68
H -5.72 5.22 5.63
H -6.01 5.15 3.19
H -4.39 3.93 1.78
S -2.37 2.46 0.90
C 0.82 0.69 2.60
H 1.47 0.51 1.76
H 1.32 1.32 3.33
H 0.58 -0.26 3.08
O -0.98 -1.53 1.42
H -0.98 -2.47 1.66
C 2.01 -3.10 -2.04
H 1.94 -4.09 -1.58
H 1.64 -3.16 -3.07
C 3.47 -2.60 -2.06
N 3.89 -2.11 -0.76
C 5.14 -1.38 -0.86
H 5.01 -0.55 -1.56
H 5.39 -0.97 0.11
H 5.98 -2.00 -1.21
C 4.00 -3.17 0.22
H 4.31 -2.74 1.17
H 4.73 -3.95 -0.07
H 3.03 -3.64 0.37
H 4.11 -3.42 -2.43
H 3.54 -1.77 -2.77
H 1.99 -0.32 -1.52
H 1.87 0.34 -4.19
H -0.14 0.23 -6.00
H -2.84 -2.04 -4.64
H -3.34 -0.40 -4.23
H -2.71 -0.75 -5.85
*
```

Calculated values
Energy relative to the best compared isomer or geometry (same formula, charge and spin) = 58.43 kcal/mol
SMILES = Cc1ccc([C@H]2C(C(=O)c3sc(-c4ccccc4)nc3C)=C(O)C(=O)N2CCN(C)C)o1
HOMO-LUMO gap = 7.934 eV
E = -48789.4104 eV
HOMO energy = -0.30340 Ha
Maximum force = 1.4 eV/A

---

Molecular formula: CH3N2O2
Method: DFT, the ωB97M-V functional and the def2-TZVPD basis

```
! wB97M-V def2-TZVPD RIJCOSX def2/J DEFGRID3
* xyz 1 1
C 0.51 -0.53 0.09
N -1.93 0.05 0.01
N 1.45 0.36 -0.05
O -1.96 1.17 0.02
O -2.47 -0.94 -0.01
H 0.85 -1.51 0.08
H 2.51 0.07 -0.12
H 1.04 1.34 0.00
*
```

Calculated values
Energy relative to the best compared isomer or geometry (same formula, charge and spin) = 101.73 kcal/mol
HOMO-LUMO gap (spin up / spin down) = 8.280 / 8.147 eV
E = -8146.7220 eV
HOMO energy (spin up / spin down) = -0.55575 / -0.55302 Ha
Maximum force = 2.9 eV/A

---

Molecular formula: C6H2BrCrO4Pd
Method: DFT, the ωB97M-V functional and the def2-TZVPD basis

```
! wB97M-V def2-TZVPD RIJCOSX def2/J DEFGRID3
* xyz 1 7
Pd -0.02 -2.86 -0.85
Cr 3.62 -0.63 1.13
Br 2.49 -2.78 0.16
C 0.33 -0.22 -0.93
C 0.96 0.55 0.03
C 0.06 1.44 0.94
O 0.57 2.03 1.85
C -1.40 1.37 0.74
C -1.98 0.55 -0.23
C -1.07 -0.30 -1.08
O -1.51 -1.23 -1.77
O -3.22 0.41 -0.17
O 2.18 0.51 0.32
H 0.95 -0.89 -1.51
H -1.95 2.06 1.36
*
```

Calculated values
⟨S²⟩ = 12.102
HOMO-LUMO gap (spin up / spin down) = 6.209 / 7.501 eV
E = -116377.0421 eV
HOMO energy (spin up / spin down) = -0.47827 / -0.49473 Ha
Maximum force = 3.1 eV/A